C5H11N2 | the ωB97M-V functional and the def2-TZVPD basis

```
18
Properties=species:S:1:pos:R:3:nbo_charge:R:1
N 0.382 -0.690 -0.177 -0.33
N -1.871 -0.002 0.149 -0.41
C -3.096 0.259 -0.162 0.14
C 1.533 -1.546 0.052 -0.41
C 0.770 0.608 -0.637 -0.24
C -0.926 -0.925 0.308 0.36
C 1.168 1.521 0.493 -0.61
H 1.420 2.421 0.045 0.24
H 1.816 1.065 1.144 0.21
H 1.616 0.587 -1.331 0.24
H 1.927 -1.872 -0.914 0.23
H -0.083 1.096 -1.108 0.22
H -3.443 -0.019 -1.218 0.20
H 1.074 -2.432 0.561 0.22
H -1.185 -1.918 0.749 0.26
H 2.367 -0.880 0.572 0.23
H -3.803 0.933 0.340 0.23
H 0.335 1.796 1.134 0.21
```

Molecular weight: 99.16 g/mol
Frontier orbital gap: 8.93 eV
Energy above the lowest of the compared OMol25 structures with the same formula, charge and spin: 2.476 eV
Largest force on an atom: 4.136 eV/Å
Net charge: +1
HOMO energy: -13.8732 eV
SMILES: C=N/C=[N+](/C)CC

C5H11N2O | the ωB97M-V functional and the def2-TZVPD basis

```
19
Properties=species:S:1:pos:R:3:nbo_charge:R:1
O -0.565 -2.858 1.767 -0.93
N -0.001 -0.304 1.962 -0.89
N 0.319 2.142 -1.562 -0.39
C -0.617 -2.330 0.584 0.01
C -0.713 -0.568 0.725 -0.10
C -0.105 -0.080 -0.599 -0.42
C -0.494 1.387 -0.603 -0.25
C 1.585 2.205 -1.578 -0.08
H -1.774 -0.115 0.778 0.14
H -1.587 1.442 -0.928 0.17
H -0.352 -0.895 2.710 0.39
H -1.470 -2.773 -0.068 0.07
H 0.372 -2.290 0.088 0.05
H 2.415 1.964 -0.893 0.14
H -0.528 1.786 0.321 0.20
H -0.580 -0.644 -1.455 0.21
H 1.040 -0.216 -0.640 0.19
H 0.995 -0.514 1.828 0.34
H 2.059 2.659 -2.436 0.14
```

Molecular weight: 115.16 g/mol
Frontier orbital gap: 5.85 eV
Energy above the lowest of the compared OMol25 structures with the same formula, charge and spin: 2.042 eV
Largest force on an atom: 4.497 eV/Å
Net charge: -1
HOMO energy: -2.2183 eV
SMILES: C=NCC[C@H](N)C[O-]

C5H11N2O | the ωB97M-V functional and the def2-TZVPD basis

```
19
Properties=species:S:1:pos:R:3:nbo_charge:R:1
O -3.086 0.585 0.722 -0.62
N 1.589 0.898 -0.070 -0.64
N 2.206 -0.974 1.447 -0.46
C -2.262 0.269 -0.355 0.41
C -0.814 1.079 -0.197 -0.47
C 0.291 0.212 0.184 -0.28
C 2.879 -0.312 0.494 -0.14
C -2.178 -0.870 -1.208 -0.76
H 1.592 1.057 -1.071 0.33
H 3.236 -0.786 -0.488 0.24
H -0.926 1.577 -1.234 0.22
H -0.889 1.875 0.558 0.22
H 3.582 0.478 0.885 0.21
H -2.387 -1.824 -0.738 0.22
H -2.584 -0.797 -2.175 0.24
H 0.237 -0.890 -0.294 0.18
H -3.468 -0.100 0.026 0.51
H 2.654 -1.422 2.241 0.35
H 0.326 -0.053 1.273 0.23
```

Molecular weight: 115.16 g/mol
Frontier orbital gap (spin up / spin down): 8.06 / 6.77 eV
Spin multiplicity: 2
Energy above the lowest of the compared OMol25 structures with the same formula, charge and spin: 7.583 eV
Largest force on an atom: 7.672 eV/Å
HOMO energy (spin up / spin down): -7.8557 / -7.8650 eV

C5H11N2O | the ωB97M-V functional and the def2-TZVPD basis

```
19
Properties=species:S:1:pos:R:3:nbo_charge:R:1
O 0.697 0.503 0.000 -0.61
N 2.437 -1.013 -0.496 -0.75
N -0.742 -1.233 -0.148 -0.32
C 1.501 -0.997 0.444 0.22
C -1.266 1.336 -1.264 -0.57
C -0.744 0.199 -0.131 0.36
C -1.509 0.661 1.100 -0.68
C 0.280 -1.818 0.336 0.05
H -0.598 1.304 -2.057 0.23
H 0.767 1.313 0.496 0.53
H 2.327 -1.414 -1.438 0.42
H -1.325 1.728 1.617 0.25
H -2.546 0.739 0.730 0.26
H 0.413 -2.932 0.169 0.25
H -1.545 -0.124 1.872 0.24
H 1.953 -0.899 1.390 0.24
H 3.465 -0.722 -0.419 0.44
H -1.293 2.219 -0.649 0.22
H -2.272 1.149 -1.554 0.24
```

Molecular weight: 115.16 g/mol
Frontier orbital gap: 11.09 eV
Energy above the lowest of the compared OMol25 structures with the same formula, charge and spin: 4.035 eV
Largest force on an atom: 4.037 eV/Å
Net charge: +1
HOMO energy: -14.7924 eV

C5H11N2O | the ωB97M-V functional and the def2-TZVPD basis

```
19
Properties=species:S:1:pos:R:3:nbo_charge:R:1
O -0.023 -2.013 2.258 -0.95
N -0.486 -1.056 -2.124 -0.45
N -1.196 0.299 -0.648 -0.46
C 0.773 0.716 0.857 -0.46
C 0.554 -0.821 -1.251 -0.08
C -1.531 -0.346 -1.760 0.25
C 0.098 0.008 -0.277 0.19
C 0.756 2.217 0.662 -0.61
H 1.765 0.262 0.935 0.25
H -1.841 0.874 -0.124 0.45
H 0.292 0.346 1.757 0.26
H 1.476 -1.394 -1.269 0.26
H 1.138 2.719 1.557 0.25
H -2.518 -0.292 -2.173 0.25
H 1.431 2.524 -0.134 0.23
H -0.212 2.651 0.421 0.20
H 0.084 -2.476 1.421 0.47
H -0.117 -2.713 2.922 0.49
H -0.442 -1.508 -3.030 0.46
```

Molecular weight: 115.16 g/mol
Frontier orbital gap: 11.09 eV
Energy above the lowest of the compared OMol25 structures with the same formula, charge and spin: 0.411 eV
Largest force on an atom: 1.301 eV/Å
Net charge: +1
HOMO energy: -14.1731 eV

C5H11N2O | the ωB97M-V functional and the def2-TZVPD basis

```
19
Properties=species:S:1:pos:R:3:nbo_charge:R:1
O 2.309 -1.427 -0.727 -0.50
N 1.373 -0.422 2.551 -0.86
N -2.055 0.764 -2.371 -0.66
C -0.010 0.439 0.718 -0.50
C -1.833 0.503 -0.980 -0.13
C -0.533 0.265 -0.633 -0.10
C 1.876 -1.389 0.362 0.43
C 1.488 -0.070 1.154 -0.14
H -2.721 0.105 -2.871 0.43
H -1.283 0.749 -3.005 0.45
H 1.185 -1.410 2.675 0.37
H 0.223 0.062 -1.455 0.23
H -0.037 1.597 0.913 0.27
H -2.594 1.568 -2.583 0.44
H 1.682 -2.388 0.841 0.12
H -2.706 0.448 -0.380 0.24
H -0.605 -0.110 1.584 0.28
H 2.121 0.789 1.034 0.23
H 2.122 -0.071 3.176 0.40
```

Molecular weight: 115.16 g/mol
Frontier orbital gap: 8.48 eV
Energy above the lowest of the compared OMol25 structures with the same formula, charge and spin: 3.801 eV
Largest force on an atom: 4.430 eV/Å
Net charge: +1
HOMO energy: -12.2243 eV
SMILES: N[C@@H](C=O)C/C=C/[NH3+]

C5H11N2O | the ωB97M-V functional and the def2-TZVPD basis

```
19
Properties=species:S:1:pos:R:3:nbo_charge:R:1
O -2.072 3.137 1.633 -0.45
N 0.124 -1.650 1.773 -0.67
N 0.953 -2.709 -4.194 -1.05
C -1.616 2.795 0.584 0.43
C -0.757 0.562 1.331 -0.42
C 0.433 -0.371 1.358 0.07
C -0.446 1.849 0.538 -0.52
C 1.609 0.035 0.981 0.30
H 0.924 -2.271 1.879 0.41
H -1.074 0.712 2.370 0.27
H -2.038 3.172 -0.357 0.15
H -0.033 1.513 -0.397 0.22
H -0.439 -1.723 2.614 0.42
H 0.448 2.251 1.042 0.24
H 0.141 -2.125 -4.041 0.35
H 1.753 -2.192 -3.831 0.34
H 2.601 -0.422 0.961 0.27
H 1.101 -2.571 -5.195 0.36
H -1.613 0.010 0.950 0.26
```

Molecular weight: 115.16 g/mol
Frontier orbital gap: 3.95 eV
Energy above the lowest of the compared OMol25 structures with the same formula, charge and spin: 7.179 eV
Largest force on an atom: 4.150 eV/Å
Net charge: +1
HOMO energy: -12.7827 eV

C5H11N2O | the ωB97M-V functional and the def2-TZVPD basis

```
19
Properties=species:S:1:pos:R:3:nbo_charge:R:1
O -2.153 -0.906 1.057 -0.58
N -0.835 -0.095 -1.073 -0.51
N -1.191 0.405 2.628 -0.81
C 1.612 -0.027 -1.145 -0.43
C 1.140 -0.100 0.291 -0.47
C -0.292 0.369 0.292 -0.14
C 0.340 -0.588 -1.866 -0.24
C -1.283 -0.136 1.373 0.67
H 1.928 0.972 -1.492 0.24
H -0.290 1.460 0.433 0.25
H -1.524 -0.848 -0.957 0.48
H 1.231 -0.918 1.011 0.26
H 1.796 0.545 0.961 0.26
H -1.301 0.708 -1.499 0.45
H 2.553 -0.590 -1.296 0.27
H 0.455 -1.658 -1.979 0.25
H -1.943 0.562 3.280 0.43
H -0.423 1.020 2.859 0.39
H 0.180 -0.174 -2.879 0.24
```

Molecular weight: 115.16 g/mol
Frontier orbital gap: 11.31 eV
Energy above the lowest of the compared OMol25 structures with the same formula, charge and spin: 1.046 eV
Largest force on an atom: 3.828 eV/Å
Net charge: +1
HOMO energy: -14.5615 eV
SMILES: NC(=O)[C@H]1CCC[NH2+]1

C5H11N2O | the ωB97M-V functional and the def2-TZVPD basis

```
19
Properties=species:S:1:pos:R:3:nbo_charge:R:1
O 0.844 1.042 0.416 -0.32
N 1.560 0.125 -0.320 -0.24
N 3.441 -1.242 -0.448 -0.74
C -0.240 0.407 0.930 0.02
C -2.612 -0.168 0.980 -0.63
C 2.805 -0.158 -0.055 0.36
C -1.424 0.412 0.260 0.07
C -1.757 0.877 -1.088 -0.69
H -2.223 -0.462 2.017 0.22
H -3.369 0.530 1.125 0.24
H -2.971 -1.068 0.483 0.23
H -2.031 1.951 -1.050 0.26
H -0.071 -0.208 1.778 0.19
H 4.372 -1.548 0.000 0.46
H -2.701 0.319 -1.418 0.24
H 1.131 -0.184 -1.184 0.41
H 3.213 0.494 0.783 0.26
H -1.134 0.713 -1.935 0.22
H 3.166 -1.833 -1.273 0.44
```

Molecular weight: 115.16 g/mol
Frontier orbital gap: 9.13 eV
Energy above the lowest of the compared OMol25 structures with the same formula, charge and spin: 4.201 eV
Largest force on an atom: 3.885 eV/Å
Net charge: +1
HOMO energy: -13.0441 eV
SMILES: CC(C)=CONC=[NH2+]

C5H11N2O2 | the ωB97M-V functional and the def2-TZVPD basis

```
20
Properties=species:S:1:pos:R:3:nbo_charge:R:1
O -0.936 -1.779 0.919 -0.98
O 0.577 1.424 1.547 -0.52
N 1.224 0.085 -0.203 -0.41
N -1.003 0.570 -0.030 -0.28
C 0.395 0.742 0.591 0.81
C -2.129 1.360 0.411 -0.43
C 2.621 0.026 0.043 -0.44
C 0.521 -0.531 -1.301 -0.28
C -0.866 -0.118 -1.106 0.31
H -1.570 -1.565 1.565 0.48
H 2.975 -0.788 0.751 0.23
H 3.150 -0.182 -0.850 0.23
H -2.249 1.408 1.571 0.27
H -1.890 2.394 0.075 0.25
H 0.769 -0.216 -2.325 0.26
H -1.646 -0.324 -1.736 0.23
H 0.667 -1.692 -1.328 0.28
H -2.990 1.027 -0.048 0.23
H 3.186 0.958 0.387 0.26
H -0.806 -2.797 1.069 0.50
```

Molecular weight: 131.16 g/mol
Frontier orbital gap: 9.62 eV
Energy above the lowest of the compared OMol25 structures with the same formula, charge and spin: 0.965 eV
Largest force on an atom: 4.390 eV/Å
Net charge: +1
HOMO energy: -14.1366 eV

C5H11N2O3 | the ωB97M-V functional and the def2-TZVPD basis

```
21
Properties=species:S:1:pos:R:3:nbo_charge:R:1
O -1.673 -0.951 0.225 -0.41
O 0.201 -0.618 -0.755 -0.41
O -0.483 2.237 -0.513 -0.49
N 2.090 0.981 0.925 -0.83
N -2.242 1.596 0.787 -0.75
C 2.438 0.125 -0.194 -0.24
C -1.209 1.412 -0.036 0.59
C 1.265 0.256 -1.233 -0.14
C -1.643 -2.380 0.063 -0.25
C -0.850 -0.107 -0.202 0.78
H 2.857 1.051 1.650 0.39
H 3.402 0.513 -0.510 0.23
H 1.681 -0.344 -2.080 0.22
H -2.947 0.923 0.862 0.41
H 2.477 -0.923 0.129 0.18
H -0.786 -2.680 -0.386 0.21
H -2.581 2.507 0.680 0.42
H -2.470 -2.855 -0.323 0.24
H -1.561 -2.637 1.121 0.23
H 0.817 1.335 -1.468 0.29
H 1.215 0.559 1.259 0.32
```

Molecular weight: 147.15 g/mol
Frontier orbital gap: 7.70 eV
Energy above the lowest of the compared OMol25 structures with the same formula, charge and spin: 2.869 eV
Largest force on an atom: 4.027 eV/Å
Net charge: +1
HOMO energy: -12.8457 eV

C5H11N2O5 | the ωB97M-V functional and the def2-TZVPD basis

```
23
Properties=species:S:1:pos:R:3:nbo_charge:R:1
O -0.341 2.068 1.284 -0.72
O -2.570 1.448 -0.386 -0.46
O -1.020 -1.854 0.907 -0.72
O 2.054 0.942 -0.624 -0.33
O 0.166 -0.624 -1.142 -0.59
N 3.029 -0.111 -0.470 -0.54
N 0.994 -0.164 1.165 -0.79
C -0.188 1.642 -0.044 -0.08
C -1.193 -0.427 -1.081 -0.06
C 0.895 0.601 -0.078 0.68
C -1.881 -1.494 -0.169 -0.09
C -1.497 0.958 -0.531 0.57
H -2.127 -2.371 -0.764 0.21
H -0.670 -2.738 0.748 0.51
H -2.798 -1.076 0.251 0.21
H 0.195 -0.916 1.152 0.48
H 3.928 0.356 -0.586 0.39
H 0.862 0.480 1.960 0.46
H -1.121 2.638 1.347 0.52
H 0.068 2.466 -0.727 0.24
H 1.941 -0.590 1.145 0.47
H 2.898 -0.743 -1.264 0.38
H -1.624 -0.489 -2.089 0.24
```

Molecular weight: 179.15 g/mol
Frontier orbital gap: 10.60 eV
Largest force on an atom: 3.711 eV/Å
Net charge: +1
HOMO energy: -13.7273 eV